{"formula": "C3H4IN", "method": "the ωB97M-V functional and the def2-TZVPD basis", "elements": ["C", "C", "C", "N", "I", "H", "H", "H", "H"], "xyz": [[-0.482, -0.977, 0.479], [0.889, -0.631, 0.432], [-0.891, 0.254, -0.349], [0.576, 0.264, -0.527], [1.429, 3.195, -0.028], [-0.700, -2.108, 0.445], [1.919, -1.004, 0.732], [-1.409, -0.101, -1.278], [-1.332, 1.108, 0.094]], "atomic_forces_ev_per_a": [[0.4228, -2.5998, 1.2433], [-1.0148, 0.9014, -1.0788], [0.6071, -3.7340, -0.8687], [2.2910, 2.0058, -0.0985], [-0.1690, -0.6683, -0.1056], [-0.6216, 1.9779, 0.0767], [-1.6566, 0.5808, -0.4151], [0.3121, 0.8239, 0.6535], [-0.1710, 0.7123, 0.5932]], "mulliken_charge": [-0.439, 0.097, -0.196, -0.378, -0.123, 0.253, 0.322, 0.199, 0.265], "de_lowest_ev": 3.417, "spin_multiplicity": 1, "e_tot_ha": -468.99868, "lumo_ev": [-0.61, -2.27], "orbital_gap_ev": [8.75, 6.09], "total_charge": 0, "e_homo_ev": [-9.36, -8.36]}